This record from the OMol25 dataset describes a single C13H12ClN3OS molecule. The level of theory is the ωB97M-V functional and the def2-TZVPD basis.

Properties
- Energy relative to the best compared isomer or geometry (same formula, charge and spin): 23.30 kJ/mol
- Structure (SMILES): O=C(CSc1ncccn1)NCc1ccc(Cl)cc1
- Spin multiplicity: 1
- Highest occupied orbital energy: -8.965 eV
- LUMO: 0.4179 eV

XYZ file:
```
31
Properties=species:S:1:pos:R:3:forces:R:3:nbo_charge:R:1
O 2.665758 1.454737 0.301114 0.421 0.249 -0.111 -0.630
C 1.556529 1.067642 0.599831 -0.348 -0.058 0.430 0.668
N 0.887840 0.112238 -0.068208 -0.232 -0.375 -0.189 -0.611
H -0.072467 -0.076643 0.181544 0.109 0.132 0.035 0.406
C 1.383415 -0.465570 -1.300310 0.168 0.036 -0.008 -0.249
C 0.603196 0.042344 -2.485009 0.004 -0.118 -0.014 -0.031
C 0.662281 1.391834 -2.815538 -0.042 -0.092 -0.053 -0.196
C -0.069390 1.892638 -3.875212 -0.026 0.001 -0.028 -0.213
C -0.868449 1.033147 -4.613820 0.102 -0.183 0.180 -0.044
C -0.940401 -0.313927 -4.300170 -0.079 0.135 -0.129 -0.225
C -0.206088 -0.800953 -3.232926 0.142 0.109 0.074 -0.202
H -0.262244 -1.851352 -2.986584 0.000 -0.114 0.039 0.213
H -1.565758 -0.972028 -4.882639 -0.069 -0.029 -0.071 0.227
Cl -1.785417 1.649502 -5.943170 -0.119 0.086 -0.173 0.006
H -0.021244 2.939263 -4.131074 -0.011 0.091 -0.050 0.227
H 1.291650 2.050962 -2.236425 0.085 0.100 0.075 0.229
H 1.321996 -1.555857 -1.236642 0.068 0.092 -0.059 0.201
H 2.432719 -0.165456 -1.376984 -0.121 -0.152 0.005 0.247
C 0.858059 1.629233 1.833672 -0.345 0.035 0.036 -0.636
H 0.994713 2.709940 1.848794 0.029 -0.067 -0.040 0.254
H 1.319005 1.194139 2.722154 0.049 0.120 -0.144 0.286
S -0.929396 1.311642 1.958404 0.098 0.455 -0.121 0.281
C -0.951131 -0.122380 2.958915 0.319 -0.241 0.204 0.250
N -2.154398 -0.631651 3.188675 -0.270 0.390 -0.301 -0.464
C -2.206097 -1.701175 3.958476 0.245 -0.280 0.227 0.094
C -1.064988 -2.278429 4.504852 0.006 0.141 -0.102 -0.327
C 0.138012 -1.665552 4.187792 -0.245 -0.299 0.180 0.096
N 0.200306 -0.593654 3.416954 0.101 0.155 -0.114 -0.495
H 1.088920 -2.032029 4.552659 0.002 -0.119 0.084 0.202
H -1.111659 -3.150433 5.134230 -0.010 -0.094 0.063 0.230
H -3.195272 -2.102174 4.136644 -0.031 -0.105 0.075 0.202
```
Positions in Å, forces in eV/Å.